{
  "formula": "C36H61FeN8O10S2",
  "method": "ωB97M-V/def2-TZVPD",
  "species": ["Fe", "C", "O", "C", "C", "N", "H", "H", "C", "C", "O", "C", "H", "H", "H", "H", "H", "H", "H", "H", "H", "H", "H", "H", "H", "H", "S", "O", "O", "O", "O", "S", "O", "O", "O", "O", "C", "C", "N", "C", "C", "C", "C", "H", "H", "H", "H", "H", "H", "H", "H", "H", "H", "H", "H", "H", "H", "H", "N", "C", "C", "C", "C", "H", "H", "H", "H", "H", "N", "C", "C", "C", "C", "H", "H", "H", "H", "H", "N", "C", "C", "C", "C", "H", "H", "H", "H", "H", "N", "C", "C", "C", "C", "H", "H", "H", "H", "H", "N", "C", "C", "C", "C", "H", "H", "H", "H", "H", "N", "C", "C", "C", "C", "H", "H", "H", "H", "H"],
  "positions_angstrom": [[-13.20442, 8.58960, 11.17314], [-8.69791, 12.27937, 7.79841], [-9.94266, 11.48592, 7.85033], [-10.13191, 10.80418, 6.58398], [-11.45552, 9.96451, 6.60195], [-12.66724, 10.78105, 7.08218], [-12.55913, 10.98962, 8.06447], [-12.84213, 11.65756, 6.61181], [-14.01254, 10.01738, 6.95091], [-14.11858, 8.85531, 7.98424], [-14.37921, 9.36090, 9.34307], [-15.74051, 9.74746, 9.65620], [-8.64173, 13.08769, 7.06933], [-7.80640, 11.67841, 7.61912], [-8.56074, 12.82471, 8.73216], [-9.23638, 10.22754, 6.35243], [-10.26428, 11.55796, 5.80784], [-11.33012, 9.21418, 7.38257], [-11.64569, 9.55338, 5.61053], [-14.07939, 9.67542, 5.91810], [-14.78676, 10.74501, 7.19430], [-13.21505, 8.25501, 7.87756], [-14.87776, 8.12837, 7.69561], [-15.64759, 10.20208, 10.64250], [-16.47061, 8.93965, 9.70608], [-16.11350, 10.53560, 9.00212], [-12.16825, 10.94994, 10.67978], [-11.01804, 11.49207, 11.42720], [-12.59291, 11.81182, 9.62304], [-11.92955, 9.56364, 10.25936], [-13.25368, 10.42726, 11.51862], [-14.60206, 6.44623, 10.69089], [-15.47682, 6.43886, 9.52617], [-13.27430, 6.89431, 10.33310], [-14.74323, 7.60121, 11.55003], [-14.45140, 5.20686, 11.38516], [-10.12012, 6.87916, 11.73395], [-11.33747, 6.66641, 12.66318], [-12.10612, 7.93389, 12.88949], [-13.03412, 7.52372, 13.99645], [-13.99184, 8.58121, 14.49787], [-11.20156, 9.05721, 13.29109], [-10.51064, 8.80511, 14.64163], [-9.28471, 7.07925, 12.40488], [-10.28933, 7.72376, 11.06602], [-9.93628, 6.06148, 11.03702], [-11.89022, 5.81734, 12.26112], [-10.99863, 6.27243, 13.62134], [-13.68396, 6.74215, 13.60281], [-12.52370, 7.11248, 14.86734], [-14.85426, 8.14877, 15.00514], [-13.45173, 9.30275, 15.11085], [-14.52615, 9.05805, 13.67614], [-11.66668, 10.04158, 13.34384], [-10.45860, 9.24247, 12.51534], [-9.76683, 9.57626, 14.84205], [-10.08793, 7.80647, 14.75184], [-11.19123, 8.94787, 15.48099], [-14.93634, 4.80131, 6.72422], [-15.27752, 5.28291, 5.53743], [-14.66389, 4.43797, 4.62111], [-13.68678, 3.69979, 5.29821], [-13.86649, 3.91352, 6.61238], [-15.18694, 5.32793, 7.54881], [-16.12715, 5.93580, 5.40230], [-14.85243, 4.39224, 3.55868], [-12.94102, 3.05411, 4.85849], [-13.31960, 3.48082, 7.43705], [-12.03235, 6.23990, 6.11607], [-11.60848, 6.23904, 7.38074], [-10.32528, 6.60404, 7.34289], [-9.93666, 6.88480, 6.00675], [-11.05000, 6.67992, 5.29386], [-12.90724, 5.81853, 5.83836], [-12.29094, 5.92081, 8.15494], [-9.74411, 6.76966, 8.23800], [-8.99652, 7.32174, 5.70407], [-11.26912, 6.78069, 4.24113], [-13.35346, 3.82279, 13.36512], [-12.24084, 2.99199, 13.55064], [-11.83963, 2.80825, 14.87682], [-12.80737, 3.55195, 15.59402], [-13.59575, 4.26633, 14.64133], [-13.76088, 4.23324, 12.53709], [-11.79869, 2.60945, 12.64258], [-11.02248, 2.22083, 15.26875], [-12.69347, 3.66736, 16.66178], [-14.38452, 5.00038, 14.71485], [-12.85206, 3.27506, 10.12876], [-11.66640, 3.75831, 9.58520], [-10.93761, 2.69167, 9.02955], [-11.57994, 1.53889, 9.37089], [-12.74386, 1.90335, 10.06815], [-13.51224, 3.81030, 10.67445], [-11.42284, 4.78671, 9.80766], [-9.92084, 2.61246, 8.67415], [-11.20949, 0.55233, 9.13453], [-13.46917, 1.27860, 10.56817], [-16.52802, 3.26767, 11.64253], [-17.52394, 3.26186, 10.66551], [-18.46762, 2.33836, 11.11103], [-18.13256, 1.97041, 12.43567], [-16.94161, 2.59567, 12.74940], [-15.65888, 3.77206, 11.54107], [-17.40082, 3.76129, 9.71588], [-19.31981, 1.99999, 10.54035], [-18.63745, 1.23567, 13.04530], [-16.24775, 2.41992, 13.55814], [-17.73690, 6.54989, 8.01783], [-18.09986, 5.42962, 7.30265], [-19.30288, 5.69359, 6.68181], [-19.60602, 7.05046, 6.82115], [-18.69491, 7.51424, 7.74679], [-16.97401, 6.67267, 8.66823], [-17.58478, 4.48278, 7.37052], [-19.85585, 5.01311, 6.05127], [-20.50306, 7.52355, 6.44978], [-18.45805, 8.47223, 8.18559]],
  "forces_ev_per_a": [[0.796, -0.263, 1.248], [-0.688, -0.221, 0.535], [1.460, 0.505, -1.381], [-1.186, 0.989, 0.928], [0.809, 1.061, 1.151], [-0.676, -1.934, -1.480], [0.320, 0.743, 1.790], [0.607, 0.332, -0.225], [0.564, -0.283, 1.167], [-0.528, 0.867, 0.191], [-0.605, -0.643, -2.277], [0.749, 0.382, 0.126], [-0.778, -0.152, -0.648], [-0.144, -0.486, 0.100], [-0.382, -0.571, 0.309], [-0.280, -0.505, -0.103], [0.222, 0.265, -0.302], [-0.192, -0.339, -0.288], [-0.099, -0.093, 0.220], [-0.097, -0.051, 0.094], [0.052, 0.088, -0.285], [0.295, 0.207, 1.084], [-0.490, 0.322, -0.105], [0.003, -0.146, 0.006], [0.360, -0.355, -0.166], [0.087, 0.021, -0.369], [2.653, -0.512, 2.929], [-1.257, -0.018, -0.741], [-0.909, 1.390, -2.123], [5.932, -1.454, -5.634], [-4.076, 5.207, 4.148], [1.489, 2.105, -1.421], [-0.771, -0.854, 0.041], [4.883, -3.421, -5.037], [-7.163, 0.595, 4.183], [-1.447, -2.497, 0.990], [-0.516, 0.375, 0.333], [1.162, -0.011, -0.949], [0.011, -0.997, 1.526], [-1.128, 0.280, -0.292], [-0.227, 0.512, -0.566], [0.792, -0.256, 0.852], [-0.227, 0.399, 0.232], [0.458, 0.001, -0.573], [-0.016, 0.249, 0.168], [0.119, -0.390, 0.505], [-0.898, 0.691, -0.089], [0.192, 0.111, 0.219], [0.464, -0.138, -0.231], [0.460, -0.145, -0.165], [0.416, -0.326, 0.664], [-0.428, 0.233, 0.061], [0.530, 0.436, -0.245], [-0.759, -0.451, -0.084], [-0.113, -0.420, -0.033], [0.365, -0.148, -0.344], [0.240, 0.110, -0.110], [-0.341, -0.213, -0.024], [1.733, 0.528, 2.565], [-1.235, -1.564, -2.366], [0.103, 1.536, -1.354], [0.138, -1.092, -0.909], [-0.803, 0.148, 1.317], [0.216, -0.325, 0.619], [0.117, 0.048, 0.110], [0.086, 0.274, -0.004], [-0.134, -0.063, 0.055], [-0.304, 0.287, 0.231], [-1.363, 0.243, -1.087], [-1.207, -0.904, 0.653], [2.304, 0.930, 1.714], [0.888, 0.692, 1.206], [-1.227, -0.457, -2.249], [0.118, 0.240, -0.320], [0.327, 0.188, 0.226], [0.227, -0.090, -0.081], [-0.071, -0.221, -0.159], [0.192, -0.066, -0.030], [2.844, -1.335, 3.748], [0.613, -0.689, -1.844], [-1.992, 0.722, -2.010], [-0.140, 1.737, -0.916], [-0.736, -0.887, 1.188], [0.325, 0.140, -0.006], [0.160, -0.231, 0.088], [-0.136, 0.010, -0.239], [-0.678, 0.383, 0.008], [-0.013, -0.116, 0.661], [-1.129, 0.262, -0.258], [-0.207, 3.463, 0.797], [1.451, -3.251, -0.314], [1.733, 0.397, -1.406], [-2.201, -1.574, 1.472], [0.335, -0.012, -0.301], [0.385, -0.142, -0.138], [-0.112, 0.736, -0.301], [-0.234, -0.023, 0.168], [0.122, -0.047, -0.028], [-0.967, 0.910, -0.708], [0.711, -1.726, 0.976], [-0.051, 1.041, -0.338], [0.299, -0.187, 0.058], [0.302, -0.975, -0.599], [-0.294, 0.350, 0.167], [0.020, 0.004, 0.192], [-0.061, 0.136, 0.107], [-0.053, 0.186, 0.046], [-0.185, 0.216, 0.129], [-1.933, 0.017, -1.498], [-0.549, -0.253, 0.832], [0.744, -0.847, -1.261], [-0.212, 0.265, 1.488], [1.514, 0.594, 0.122], [0.276, -0.270, 0.209], [0.103, 0.185, 0.071], [0.139, -0.144, 0.069], [0.226, 0.217, 0.063], [-0.597, 0.222, -0.143]],
  "mulliken_charge": [-0.712, -0.941, -0.103, -1.023, 0.430, 0.239, -0.112, 0.418, -1.172, 0.633, 1.350, -0.948, 0.342, 0.341, 0.283, 0.463, 0.384, -0.334, 0.381, 0.471, 0.434, -0.334, -0.218, 0.195, -0.030, 0.395, 1.503, -0.817, -0.848, -0.528, -0.572, 0.150, -0.365, -0.047, -0.735, -0.921, -1.495, 0.886, 2.225, 0.258, -1.664, -1.064, -1.660, 0.360, 0.001, 0.444, -1.280, 0.736, -0.808, 0.705, 0.472, 0.279, 0.101, 0.591, 0.428, 0.485, 0.302, 0.256, 0.541, -0.447, -0.839, -0.150, -0.627, -0.033, 0.467, 0.399, 0.438, -0.027, 0.442, -0.090, -0.555, -0.826, -1.122, 0.512, 0.387, 0.420, 0.554, 0.503, 0.814, -0.605, -0.520, -1.039, -0.399, 0.378, 0.312, 0.464, 0.349, 0.619, 1.758, -0.561, -1.130, -0.494, -0.984, -0.297, 0.564, 0.417, 0.477, 0.531, 0.282, -0.616, -0.461, -0.694, -0.443, 0.353, 0.439, 0.395, 0.387, 0.361, 0.416, -0.166, -0.853, -0.707, -0.464, 0.415, 0.384, 0.389, 0.393, 0.377],
  "e_homo_ha": [-0.065, -0.138],
  "charge": -1,
  "s2": 12.016,
  "spin_multiplicity": 7
}



{
  "formula": "C15H50N4O10",
  "method": "ωB97M-V/def2-TZVPD",
  "species": ["C", "C", "O", "H", "H", "H", "H", "H", "H", "C", "C", "O", "H", "H", "H", "H", "H", "H", "C", "C", "O", "H", "H", "H", "H", "H", "H", "C", "C", "O", "H", "H", "H", "H", "H", "H", "C", "C", "O", "H", "H", "H", "H", "H", "H", "C", "O", "N", "N", "H", "H", "H", "H", "C", "O", "N", "N", "H", "H", "H", "H", "C", "O", "H", "H", "H", "H", "C", "O", "H", "H", "H", "H", "C", "O", "H", "H", "H", "H"],
  "positions_angstrom": [[26.65900, 12.21500, -13.07800], [27.15700, 11.41600, -11.85700], [27.12100, 10.09600, -12.21700], [26.88900, 13.31800, -13.06900], [25.59300, 12.12800, -13.27900], [27.16000, 11.74900, -13.97400], [26.45200, 11.51200, -11.07600], [28.12700, 11.72400, -11.52500], [27.36700, 9.65900, -11.41100], [24.27000, 19.56600, -11.46000], [23.66700, 20.55500, -10.50100], [24.50800, 20.75400, -9.35400], [24.41000, 18.65900, -10.87400], [25.16400, 19.94800, -11.88900], [23.58200, 19.32400, -12.24300], [22.68200, 20.18900, -10.11600], [23.50100, 21.49100, -10.99700], [24.10400, 21.33400, -8.64100], [20.39400, 17.74400, -17.89600], [21.62500, 17.16700, -17.14600], [21.23800, 16.66500, -15.86200], [19.95900, 18.58700, -17.40900], [19.60700, 17.01300, -17.90600], [20.66500, 18.09700, -18.91200], [22.34400, 17.96900, -16.90200], [22.18400, 16.42600, -17.74200], [22.02300, 16.71600, -15.30800], [24.56800, 14.03200, -16.13200], [24.09600, 12.59200, -15.82900], [23.53800, 12.77300, -14.56900], [25.30400, 14.48600, -15.42600], [23.77200, 14.64700, -16.31300], [25.08500, 13.96900, -17.07100], [24.87300, 11.88500, -15.83800], [23.27400, 12.31800, -16.46100], [23.06300, 12.01100, -14.20500], [21.44200, 19.45200, -14.02100], [20.12700, 19.41900, -14.68300], [19.51500, 18.15700, -14.46500], [21.99900, 20.29800, -14.28100], [22.12200, 18.65500, -14.32100], [21.40300, 19.43600, -12.93000], [20.13800, 19.65500, -15.75300], [19.52500, 20.07600, -14.19300], [19.89600, 17.51100, -15.06500], [23.61000, 12.65400, -9.91500], [23.78800, 13.43500, -11.09000], [22.66000, 11.86200, -9.64800], [24.45300, 12.58200, -8.93600], [21.96400, 11.79400, -10.46700], [22.62200, 11.07400, -8.96100], [25.36700, 13.05600, -9.03900], [24.21900, 11.97200, -8.15700], [20.69300, 14.60800, -13.01300], [19.51700, 15.29500, -13.06200], [21.44700, 14.49400, -14.07800], [21.30600, 14.26700, -11.85700], [21.04200, 14.90400, -14.93300], [22.33800, 13.95600, -14.28700], [20.88400, 14.65400, -10.99900], [22.28200, 13.95700, -11.79700], [26.92200, 14.69500, -10.38100], [26.75000, 14.01200, -9.19800], [27.65900, 15.49900, -10.30000], [25.99800, 15.15400, -10.83400], [27.17900, 13.91800, -10.99700], [27.27600, 13.20700, -9.27100], [21.40100, 17.24900, -11.17600], [20.52400, 16.52900, -10.34300], [21.18500, 16.98100, -12.20700], [22.44900, 16.94300, -10.99700], [21.37600, 18.27700, -11.01600], [19.60500, 16.53700, -10.64600], [24.41500, 15.89200, -13.15400], [23.42000, 16.40000, -14.04200], [24.16300, 16.14100, -12.17000], [25.36200, 16.34100, -13.38400], [24.48400, 14.79600, -13.18900], [22.64500, 15.83600, -13.88900]],
  "forces_ev_per_a": [[1.097, 0.381, -0.983], [-1.317, 1.945, -1.553], [0.411, -1.789, -0.607], [-0.081, -1.172, 0.135], [-0.082, -0.120, 0.478], [-0.250, 0.630, 0.762], [-0.819, 0.795, 1.334], [0.880, 0.379, 0.103], [0.128, -1.060, 0.262], [-0.502, -0.358, 1.413], [-1.208, 0.040, 1.243], [0.034, 0.640, 0.955], [0.521, -0.219, -0.252], [0.947, 0.101, -0.244], [-0.497, -0.012, -0.520], [0.523, 0.148, -0.544], [-0.176, 0.722, -0.307], [0.398, -1.117, -1.757], [1.260, -0.442, -0.224], [0.083, 1.305, 0.049], [-0.130, -0.544, -1.064], [-0.009, 0.650, 0.619], [-0.287, -0.560, -0.422], [-0.126, -0.551, 0.469], [-0.167, -0.019, -0.581], [-0.464, -0.016, 0.164], [0.184, 0.149, 0.136], [2.718, -2.204, -0.431], [-0.633, 2.688, 0.126], [-0.578, -0.628, 2.442], [-0.874, -0.672, -0.192], [-2.151, 1.704, 0.007], [0.482, 0.147, -0.717], [1.098, -1.019, -0.023], [-0.053, -0.316, -1.065], [0.302, -0.013, -0.325], [1.450, -0.791, 0.508], [0.408, -2.595, -0.956], [-0.841, 0.455, 0.144], [0.738, 1.839, -0.400], [-0.248, -0.397, 0.010], [-0.378, -0.115, -0.127], [0.279, 0.206, 0.129], [-1.942, 2.199, 1.069], [0.255, -0.213, 0.085], [3.318, 4.464, -5.271], [-0.711, -3.896, 5.707], [-7.900, -3.931, -3.134], [3.722, 1.130, 1.562], [1.120, -0.051, 2.089], [0.380, 1.529, -1.095], [-0.725, -0.014, 0.557], [0.547, 0.607, -0.301], [-4.616, 3.898, 2.381], [4.981, -3.506, 0.321], [1.303, -0.417, -4.382], [-1.241, -0.339, 0.866], [-0.013, -0.440, 0.705], [-1.436, 0.338, 1.104], [0.347, -0.254, -0.811], [-0.198, 0.117, -0.040], [-0.956, 2.342, -1.048], [-0.361, -0.661, 2.420], [0.172, -0.254, -0.027], [0.489, -0.625, 1.026], [1.157, -0.943, -2.667], [0.087, 0.286, 0.263], [0.522, -2.079, -0.847], [-0.146, -0.230, 1.252], [-0.044, 0.466, -0.276], [-0.554, -0.173, 0.303], [-0.391, 1.941, 0.242], [0.457, 0.241, -0.524], [-0.219, -0.638, -1.064], [0.434, 0.110, -0.040], [-0.348, 0.447, 1.703], [0.490, 0.204, -0.324], [0.077, 0.197, -0.176], [-0.131, -0.054, 0.176]],
  "mulliken_charge": [-0.593, -0.292, -0.530, 0.294, -0.072, 0.433, 0.040, 0.390, 0.317, -0.498, -0.293, -0.557, 0.107, 0.542, -0.044, 0.219, 0.301, 0.306, -1.217, -0.261, -0.326, 0.215, 0.310, 0.389, 0.361, 0.305, 0.418, -0.856, -0.384, -0.620, 0.158, 0.108, 0.533, 0.382, 0.344, 0.165, -0.449, -0.589, -0.595, 0.579, 0.075, 0.043, 0.068, 0.516, 0.450, 0.255, -0.580, -0.398, -0.293, 0.296, 0.217, 0.333, 0.131, 0.103, -0.690, -0.102, 0.140, 0.357, 0.280, 0.347, 0.151, 0.220, -0.691, 0.328, -0.047, -0.314, 0.348, -0.051, -0.677, -0.124, -0.088, 0.433, 0.364, -0.544, -0.603, -0.122, 0.551, 0.182, 0.093],
  "smiles": "NC(N)=O.NC(N)=O.CCO.CCO.CCO.CCO.CCO.CO.CO.CO",
  "e_homo_ha": -0.313,
  "charge": 0,
  "spin_multiplicity": 1,
  "relative_energy_ev": 2.2425
}